Record 1
{
  "formula": "H22O11",
  "method": "ωB97M-V/def2-TZVPD",
  "species": ["O", "H", "H", "O", "H", "H", "O", "H", "H", "O", "H", "H", "O", "H", "H", "O", "H", "H", "O", "H", "H", "O", "H", "H", "O", "H", "H", "O", "H", "H", "O", "H", "H"],
  "positions_angstrom": [[-1.304455, -0.289269, 2.095998], [-0.601015, -0.079479, 1.481688], [-1.616505, -1.150569, 1.818498], [0.135755, 2.099711, 2.040278], [0.553565, 1.238521, 2.037308], [-0.522065, 2.044921, 2.733448], [2.026285, -1.669559, -0.339692], [1.290635, -2.230859, -0.584632], [1.779985, -0.799949, -0.654892], [1.814625, 0.355251, -1.224662], [1.793135, 1.000951, -1.930942], [2.177005, 0.829831, -0.476552], [2.553925, 1.038741, 0.607368], [3.023315, 0.204581, 0.598338], [3.224935, 1.689481, 0.813558], [-0.949535, 0.716091, -2.121732], [-1.274345, 0.483631, -2.991612], [-0.306715, 0.037271, -1.916282], [-1.334795, 2.261811, 0.262038], [-1.197895, 1.412961, -0.158602], [-0.675375, 2.295371, 0.955048], [-0.111355, -1.687439, -1.217072], [-0.817605, -2.021919, -0.664282], [-0.394865, -1.879329, -2.110952], [-2.459935, 0.412521, -0.404242], [-3.287345, 0.177451, -0.824212], [-1.875695, 0.630631, -1.130412], [0.104585, 0.308531, 0.188748], [0.857595, 0.676401, -0.273712], [-0.134385, -0.466279, -0.319972], [-0.503545, -2.419369, 1.421168], [-0.935705, -2.031289, 0.660338], [-1.032205, -3.189359, 1.630628]],
  "atomic_forces_ev_per_a": [[-1.5, 0.6, 2.0], [0.0, 0.2, -0.2], [-0.2, 0.8, 0.8], [2.2, 0.6, 2.6], [0.1, -0.2, 0.0], [-0.3, -0.1, 0.3], [2.1, -2.6, 1.8], [0.9, -0.1, 0.5], [0.0, -1.7, -0.3], [0.0, 1.7, -8.7], [-0.1, 0.0, -0.7], [1.3, 1.6, -0.1], [2.6, 1.7, 5.1], [0.4, -1.1, 0.7], [0.1, 0.5, 0.2], [1.7, 0.6, -2.9], [-0.3, 0.2, -0.4], [0.3, 0.1, 0.0], [-1.2, 2.5, -1.8], [0.2, 1.6, 1.3], [-0.1, 0.2, -0.5], [-1.6, -1.5, -1.9], [-0.5, -0.4, -0.8], [-0.2, -0.3, -0.5], [-3.2, -2.9, 1.1], [-0.4, 0.0, 0.0], [-0.6, 0.0, -0.6], [-0.9, -0.5, 1.8], [-1.5, 0.1, 0.2], [0.4, 0.6, 0.5], [0.7, -1.7, -0.6], [-0.2, -0.1, 0.9], [-0.1, -0.5, 0.1]],
  "total_energy_ha": -840.4930,
  "relative_energy_ev": 10.5341,
  "max_force_ev_per_a": 8.87
}



Record 2
{
  "formula": "C31H62N2O9P2",
  "method": "ωB97M-V/def2-TZVPD",
  "species": ["C", "C", "C", "O", "C", "C", "C", "P", "N", "C", "C", "C", "C", "O", "C", "N", "O", "P", "C", "C", "H", "H", "H", "H", "H", "H", "H", "H", "H", "H", "H", "H", "H", "H", "H", "H", "H", "H", "H", "H", "H", "H", "H", "H", "H", "H", "C", "C", "C", "O", "H", "H", "H", "H", "H", "H", "C", "C", "C", "O", "H", "H", "H", "H", "H", "H", "C", "C", "C", "O", "H", "H", "H", "H", "H", "H", "C", "C", "C", "O", "H", "H", "H", "H", "H", "H", "C", "C", "C", "O", "H", "H", "H", "H", "H", "H", "C", "C", "C", "O", "H", "H", "H", "H", "H", "H"],
  "positions_angstrom": [[-0.602407, -0.422098, 1.481185], [-0.501152, 0.197249, 0.200721], [-0.494430, 0.728646, -1.385904], [0.103743, 2.070310, -1.343451], [1.561297, 2.049165, -1.197699], [1.972762, 3.542563, -0.564234], [0.860047, 4.431245, -0.038477], [0.656620, -0.467310, -2.322633], [1.189233, 0.076510, -3.758501], [-2.046399, 0.810547, -2.012605], [-2.912987, -0.409970, -1.297713], [-4.300621, -0.809393, -2.061156], [-5.550078, 0.237391, -1.845921], [-5.793313, 0.394579, -0.374935], [-6.834055, 1.404871, -0.125948], [-2.605738, 2.101109, -1.375782], [-2.588829, 3.126884, -2.236029], [-2.088044, 0.804393, -3.916685], [-1.855190, -0.939778, -4.674778], [-3.806801, 1.369297, -4.613802], [-0.922026, -1.032447, 2.442083], [2.156264, 1.998388, -2.228830], [1.987142, 1.269395, -0.437819], [3.084018, 3.919271, -0.470420], [0.244193, 5.151628, -0.741445], [0.578126, 4.476728, 1.114264], [-0.013004, -1.732767, -2.489089], [1.852924, -0.707848, -1.505699], [0.922058, -0.567725, -4.534766], [-2.241232, -1.397051, -1.284394], [-3.234961, -0.092732, -0.192079], [-4.661079, -1.840971, -1.579180], [-4.216685, -1.010171, -3.208479], [-6.544047, -0.066500, -2.398894], [-5.220908, 1.320714, -2.210801], [-7.758756, 0.840246, 0.363932], [-6.518418, 2.233670, 0.668870], [-7.154131, 1.985153, -1.092649], [-3.536653, 1.932388, -0.941680], [-1.772539, 3.701053, -2.139254], [-0.995231, -1.026807, -5.463028], [-2.854574, -1.249292, -5.250189], [-1.771216, -1.709040, -3.779114], [-4.312361, 2.214290, -3.980714], [-3.613760, 1.814174, -5.704609], [-4.544318, 0.456196, -4.788269], [6.276087, 1.467696, -3.525380], [4.880831, 0.928859, -3.354739], [4.406466, -0.096387, -4.349611], [4.156286, 1.311617, -2.437395], [6.481956, 2.198502, -2.736167], [7.000976, 0.653657, -3.446102], [6.366314, 1.964767, -4.494547], [5.048092, -0.980012, -4.307083], [4.413421, 0.331053, -5.355440], [3.382007, -0.394779, -4.102640], [3.107852, -0.916937, 2.436740], [3.289121, -1.928299, 1.336517], [4.625567, -2.613891, 1.237540], [2.379911, -2.184685, 0.548740], [2.095058, -0.503388, 2.386310], [3.241364, -1.397778, 3.409043], [3.825129, -0.101555, 2.313567], [4.826687, -3.170229, 2.156411], [5.410386, -1.874080, 1.060945], [4.611360, -3.317042, 0.397941], [-7.223913, -1.862499, 2.522997], [-8.619169, -2.401335, 2.693637], [-9.093534, -3.426582, 1.698766], [-9.343714, -2.018578, 3.610982], [-7.018044, -1.131693, 3.312210], [-6.499024, -2.676538, 2.602275], [-7.133686, -1.365427, 1.553829], [-8.451908, -4.310207, 1.741294], [-9.086579, -2.999142, 0.692937], [-10.117993, -3.724974, 1.945737], [6.819543, -5.987537, 4.426205], [5.484694, -5.292013, 4.401169], [4.398504, -5.842991, 5.285779], [5.289189, -4.310984, 3.685383], [7.505618, -5.481082, 3.739094], [7.240610, -5.947213, 5.433917], [6.703771, -7.025219, 4.103221], [4.711756, -5.796287, 6.331713], [4.174928, -6.874198, 5.001046], [3.491458, -5.241289, 5.164244], [4.501360, -2.266554, 5.899013], [4.016238, -2.391918, 7.318570], [3.699122, -1.119880, 8.058352], [3.883922, -3.491685, 7.853355], [4.690639, -3.264919, 5.490654], [3.738891, -1.777332, 5.287694], [5.433201, -1.695982, 5.873989], [2.901009, -0.579590, 7.543195], [4.595233, -0.498293, 8.129493], [3.360455, -1.363825, 9.070945], [-0.298640, 6.739696, -4.588487], [-0.783762, 6.614332, -3.168930], [-1.100878, 7.886370, -2.429148], [-0.916078, 5.514565, -2.634145], [-0.109361, 5.741331, -4.996846], [-1.061109, 7.228918, -5.199806], [0.633201, 7.310268, -4.613511], [-1.898991, 8.426660, -2.944305], [-0.204767, 8.507957, -2.358007], [-1.439545, 7.642425, -1.416555]],
  "atomic_forces_ev_per_a": [[0.0, 3.9, -9.3], [-1.5, -4.9, 8.5], [0.3, 0.5, 2.1], [0.6, -2.3, -0.4], [1.9, 3.2, -1.4], [-2.4, 0.8, 1.0], [1.2, -0.5, -0.4], [1.8, 0.1, -2.2], [-1.0, -1.3, 0.8], [-1.4, -1.1, 3.3], [-0.3, -0.4, -0.2], [-1.3, -0.7, 0.5], [1.0, 1.0, 0.2], [-0.8, 1.0, -1.7], [-0.9, 0.3, 0.9], [1.0, -3.5, 0.8], [0.1, 2.8, -1.7], [0.7, 1.6, -1.8], [-1.6, -1.6, 0.3], [-1.1, -0.3, -0.8], [1.0, 1.8, -2.5], [-1.8, -0.7, 2.1], [-1.0, 1.4, -1.2], [-2.0, -1.9, 1.1], [0.1, -3.0, 1.2], [1.9, 1.2, -2.2], [0.2, 0.6, 0.8], [-1.6, 0.1, -0.1], [0.1, 0.8, 0.9], [-1.5, 2.2, 0.2], [1.1, -0.8, -2.4], [0.8, 2.2, -1.0], [0.1, 0.5, 2.2], [2.0, 0.4, 1.1], [-0.8, -2.3, 0.4], [1.7, 1.3, -1.2], [-0.2, -1.9, -1.7], [0.6, -1.3, 1.7], [0.8, 0.4, -1.0], [-1.0, -1.1, 0.4], [-1.5, 0.4, 1.9], [2.0, 0.7, 1.2], [0.1, 1.3, -2.1], [1.1, -1.7, -1.2], [-0.2, -0.9, 2.5], [1.3, 1.9, 0.5], [0.0, 0.4, 0.4], [-1.0, 0.3, 1.0], [-0.4, -0.1, 0.3], [1.2, -0.5, -1.0], [-0.1, -0.2, -0.2], [0.0, 0.1, -0.2], [0.1, -0.2, 0.0], [0.2, 0.1, -0.2], [0.2, -0.1, 0.0], [0.2, 0.2, 0.0], [-0.5, 0.1, -0.1], [-0.9, -0.4, -1.1], [-0.2, -0.2, -0.3], [1.0, 0.3, 0.9], [0.2, -0.1, -0.1], [0.2, 0.1, -0.2], [0.1, -0.1, 0.2], [0.1, 0.3, -0.2], [0.0, 0.0, 0.2], [0.0, 0.2, 0.1], [-0.1, 0.3, 0.4], [-0.9, 0.6, 1.3], [-0.5, -0.1, 0.2], [0.9, -0.5, -1.2], [-0.1, -0.2, -0.2], [0.0, 0.1, -0.2], [0.2, -0.2, 0.0], [0.1, 0.1, -0.2], [0.2, -0.1, 0.0], [0.2, 0.1, 0.0], [0.2, 0.4, -0.4], [-0.3, 0.8, -0.8], [-0.3, 0.3, -0.2], [0.4, -1.4, 0.9], [-0.2, -0.1, 0.1], [-0.1, -0.2, 0.0], [0.0, 0.0, 0.2], [0.0, -0.1, 0.0], [0.1, 0.0, 0.2], [0.2, -0.2, 0.1], [0.0, -0.6, 0.1], [-0.2, -1.3, 0.6], [-0.2, -0.2, 0.5], [0.2, 1.3, -0.6], [-0.1, 0.6, 0.2], [0.2, 0.1, 0.1], [-0.2, 0.2, -0.1], [0.2, 0.1, 0.0], [-0.1, 0.1, -0.2], [0.1, 0.0, -0.2], [0.1, -0.5, -0.1], [-0.2, -1.4, 0.6], [-0.1, -0.3, 0.5], [0.1, 1.4, -0.7], [-0.1, 0.2, 0.1], [0.2, 0.2, 0.0], [-0.2, 0.1, -0.1], [0.2, 0.1, 0.0], [-0.1, 0.1, -0.2], [0.1, 0.0, -0.2]],
  "total_energy_ha": -2687.0749,
  "smiles": "C#C[C@@](OCC=C)([PH2]=N)[C@@](CCCOC)(NO)P(C)C.CC(C)=O.CC(C)=O.CC(C)=O.CC(C)=O.CC(C)=O.CC(C)=O",
  "max_force_ev_per_a": 10.06
}



| no. | E_HOMO (eV) |
| --- | --- |
| 1 | -7.8 |
| 2 | -6.4 |